Record 1
DFT (ωB97M-V/def2-TZVPD) results for a cluster of 4 separate species, C22H45B2F5N4O10PS in total in a non-equilibrium geometry.

As for the net charge: +1. The value obtained for the LUMO energy is -4.0 eV. The value obtained for the HOMO energy is -11.309 eV.

Last column: Mulliken charge in e.
CARTESIAN COORDINATES (ANGSTROEM)
C: 3.56794 0.08278 3.06077  -1.7398
C: 2.35291 0.88376 2.53545  -0.5921
C: 1.66940 0.20401 1.34253  -3.2604
C: 1.23935 1.01134 0.10695  2.3653
B: 2.62330 1.74923 -0.31536  0.6995
C: 4.04707 1.10152 -0.14497  -1.1518
O: 2.70294 3.05367 -0.80203  -0.4511
C: 0.90777 -0.04253 -1.02250  -1.7802
B: 1.93899 -0.18930 -2.27212  1.0054
O: 3.01393 -1.06391 -2.13364  -0.6019
O: 1.76848 0.42506 -3.45288  -0.5553
O: -0.39539 -0.06391 -1.59209  -0.2848
C: -1.24813 1.04209 -1.57245  -1.7148
C: -0.67169 2.28936 -0.93195  -0.4118
N: -1.79589 3.18747 -0.68703  0.1241
P: 0.32879 3.10632 -2.32707  0.1818
N: -0.93727 3.37020 -3.43951  -0.5601
O: 0.58898 4.63054 -1.72540  -0.5612
N: 0.02219 1.95941 0.35445  0.6176
C: 0.45502 3.22480 1.06329  -0.2260
C: -0.48447 4.11969 1.89633  -0.4397
C: -1.25761 5.26419 1.29352  -1.6057
N: -0.51227 4.04826 3.16162  -0.6451
S: -1.19248 1.10318 1.46827  1.5528
O: -1.35054 -0.24284 1.02808  -0.5566
O: -0.66569 1.20355 2.78626  -0.5959
C: -2.94480 1.66674 1.62303  0.3968
F: -3.11874 2.75478 2.37501  -0.2714
F: -3.64215 1.83908 0.49100  -0.2625
C: -3.73616 0.45210 2.34784  0.5843
F: -3.07715 -0.08908 3.35785  -0.1735
F: -4.85333 1.03713 2.82400  -0.2418
F: -4.11106 -0.45463 1.43390  -0.1935
H: 3.72323 -0.84377 2.52100  0.3465
H: 4.48551 0.65095 3.00206  0.2455
H: 3.41700 -0.19612 4.08950  0.4753
H: 2.69956 1.90640 2.39842  0.3668
H: 1.66840 0.91569 3.37050  0.5958
H: 0.88955 -0.42637 1.75266  1.1524
H: 2.34049 -0.55740 0.97253  1.2009
H: 4.63156 1.36685 -1.01904  0.3274
H: 4.55421 1.55407 0.70061  0.3782
H: 4.07719 0.02202 -0.10253  0.4041
H: 3.03962 3.60727 -0.09220  0.2966
H: 1.00896 -1.02416 -0.57202  0.1734
H: 2.70490 -1.97341 -2.14606  0.3146
H: 2.31894 -0.02861 -4.09730  0.2854
H: -1.57998 1.25747 -2.58103  0.7177
H: -2.14831 0.74573 -1.03401  0.4299
H: -2.55744 2.93346 -1.29884  0.3305
H: -1.59041 4.16232 -0.85991  0.3997
H: -1.60252 4.07185 -3.12879  0.2107
H: -0.47194 3.69101 -4.27618  0.3564
H: 1.23811 5.01456 -2.31791  0.3079
H: 0.86865 3.89903 0.32432  0.7381
H: 1.26502 3.00376 1.73731  0.8135
H: -1.25034 6.09094 1.98490  0.4791
H: -0.79659 5.58469 0.36418  0.3531
H: -2.28877 4.98114 1.14216  0.3024
H: 0.08538 3.30444 3.52120  0.2842
C: 3.30346 -3.68834 5.35949  -1.0873
C: 4.67429 -3.26411 4.88909  0.8695
O: 4.92760 -2.10881 4.64044  -0.5099
C: 5.71183 -4.34896 4.74555  -1.1751
H: 2.65452 -2.81774 5.42164  0.2434
H: 2.87271 -4.40505 4.65871  0.3237
H: 3.37227 -4.14957 6.34516  0.3654
H: 5.37887 -5.09245 4.01987  0.3376
H: 5.87780 -4.83682 5.70677  0.3478
H: 6.64675 -3.91309 4.40340  0.3018
C: -0.35401 -4.51909 -1.83547  -1.0105
C: -0.27700 -3.98495 -3.24880  0.8322
O: 0.71503 -4.13676 -3.92221  -0.5900
C: -1.49013 -3.25363 -3.76098  -0.7362
H: 0.57794 -5.02108 -1.58494  0.3081
H: -0.51951 -3.69833 -1.13362  0.1355
H: -1.17412 -5.23257 -1.74920  0.4006
H: -1.68122 -2.38266 -3.12939  0.0260
H: -2.36339 -3.90255 -3.75769  0.3499
H: -1.31098 -2.91953 -4.77936  0.3107
C: -5.53435 -3.49217 -2.71858  -0.9562
C: -5.43419 -2.94985 -4.12552  0.8830
O: -4.44122 -3.10534 -4.79505  -0.5138
C: -6.63516 -2.20597 -4.65530  -1.1883
H: -4.61091 -4.00414 -2.45843  0.1838
H: -5.69931 -2.67601 -2.01334  0.2798
H: -6.36232 -4.19824 -2.64793  0.3568
H: -6.84495 -1.33757 -4.02880  0.3234
H: -7.50741 -2.86065 -4.66230  0.3421
H: -6.43504 -1.87185 -5.66993  0.3095

=====

Record 2
DFT (ωB97M-V/def2-TZVPD) results for a structure of composition C22H45BCl24IN2NbO2P in a non-equilibrium geometry.

As for the net charge: -1. The value obtained for the LUMO energy is 1.5 eV. The value obtained for the HOMO energy is -4.699 eV.

Last column: Mulliken charge in e.
CARTESIAN COORDINATES (ANGSTROEM)
C: 4.90912 -2.44347 0.03118  -0.7185
C: 4.17832 -1.55577 1.02912  -0.0977
C: 3.08752 -2.28256 1.83060  -1.0280
C: 1.67736 -2.18614 1.24394  -0.2681
C: 1.10676 -0.75472 1.16010  -0.8436
Nb: -0.04168 -0.07581 -0.69570  -1.4707
O: 0.77862 1.82771 -0.54291  -0.7369
C: -0.99666 -2.10918 -1.00436  -0.0710
C: -2.53731 -2.19334 -0.89140  0.1378
C: -3.22602 -3.33965 -1.66277  -0.8099
C: -2.32949 -4.50430 -2.07087  -1.1589
C: -1.79875 0.69889 0.50488  -1.0834
C: -2.59161 1.89350 -0.06492  -0.4300
C: -3.76920 1.46098 -0.87143  -0.6405
I: -4.82896 3.12080 -1.73730  -0.0810
P: 1.97989 -0.93975 -2.11998  0.1855
N: 3.24636 0.06153 -2.04916  -0.4537
B: -0.85609 0.54414 -2.78848  1.1703
O: -1.35005 1.80727 -3.11195  -0.5265
N: -0.87928 -0.44887 -3.92203  0.0484
C: -2.25513 -0.87327 -4.23624  -0.7538
C: -0.19077 0.13498 -5.07873  -1.2597
H: 5.94272 -2.13633 -0.07940  0.3892
H: 4.46486 -2.41384 -0.95230  0.1814
H: 4.90781 -3.46417 0.39955  -0.1707
H: 3.81365 -0.65653 0.55246  0.0956
H: 4.92089 -1.22154 1.75016  0.3919
H: 3.08173 -1.88199 2.83904  0.3937
H: 3.35433 -3.33681 1.84523  0.3267
H: 1.03485 -2.75075 1.91892  0.5128
H: 1.64508 -2.72686 0.30267  0.0481
H: 1.94196 -0.07224 1.30398  0.6165
H: 0.43066 -0.57010 1.99006  0.4443
H: 0.14458 2.40844 -0.09337  0.1703
H: -0.56724 -2.87448 -0.35971  0.5891
H: -0.73065 -2.38050 -2.02699  0.2981
H: -2.77937 -2.26313 0.16359  0.5281
H: -2.95261 -1.24357 -1.21302  -0.6341
H: -3.73017 -2.92600 -2.52592  0.3160
H: -4.02082 -3.72906 -1.03246  0.4941
H: -1.91438 -4.32733 -3.05541  0.2664
H: -1.56899 -4.73839 -1.34042  0.2543
H: -2.95091 -5.38973 -2.16917  0.4331
H: -1.34870 1.05788 1.42762  0.6586
H: -2.52342 -0.05371 0.81331  0.4177
H: -2.99957 2.45473 0.77712  0.5152
H: -1.98542 2.61169 -0.60128  0.2650
H: -3.52204 0.80140 -1.69205  -0.3687
H: -4.48893 0.94833 -0.25458  0.6560
H: 2.38353 -2.25043 -1.73258  -0.1427
H: 1.64215 -1.13115 -3.48436  -0.1190
H: 2.99312 0.85298 -1.46634  0.0902
H: -0.71454 2.51425 -2.91943  0.2614
H: -2.34023 -1.94959 -4.09895  -0.0012
H: -2.52450 -0.66953 -5.26903  0.4392
H: -3.00298 -0.38630 -3.61192  0.2283
H: 0.43227 -0.62342 -5.54845  0.3776
H: 0.49441 0.92130 -4.78227  0.3743
H: -0.86750 0.53282 -5.83327  0.4041
C: -3.93127 6.90681 -0.27480  0.5510
Cl: -2.37571 6.68653 0.51917  -0.1246
Cl: -5.18362 7.29861 0.91335  -0.1206
Cl: -3.83769 8.16359 -1.50933  -0.1376
H: -4.20371 5.97624 -0.75344  -0.2476
C: 5.50643 -6.64934 0.70273  0.0322
Cl: 5.36396 -8.36659 1.09208  -0.1257
Cl: 3.99131 -6.02932 0.05791  -0.0584
Cl: 6.00919 -5.73221 2.12427  -0.1347
H: 6.26859 -6.53885 -0.05677  0.3031
C: -4.31905 8.53808 4.53077  0.3649
Cl: -3.58288 10.06395 5.03594  -0.1496
Cl: -3.65818 7.19447 5.46011  -0.1213
Cl: -6.07288 8.61160 4.69485  -0.1047
H: -4.08156 8.37912 3.48659  0.0106
C: 1.39772 -9.33641 -0.10983  0.0730
Cl: 0.69078 -7.86013 -0.75962  -0.0738
Cl: 0.15337 -10.56382 0.15109  -0.1440
Cl: 2.66187 -9.95142 -1.17695  -0.1189
H: 1.84799 -9.10458 0.84620  0.2498
C: -7.81104 9.81592 0.74309  0.5747
Cl: -8.49885 10.44972 -0.75342  -0.1383
Cl: -7.14059 11.11774 1.72715  -0.1141
Cl: -9.01710 8.90227 1.65119  -0.1244
H: -7.00608 9.14203 0.48595  -0.1896
C: -3.44819 10.48115 8.75976  0.4659
Cl: -2.71127 12.00167 9.27347  -0.1350
Cl: -2.79147 9.12634 9.67867  -0.1268
Cl: -5.20365 10.55273 8.91945  -0.1206
H: -3.21029 10.32714 7.71637  -0.0799
C: 6.09183 1.88772 -2.33186  0.2178
Cl: 7.73090 1.53654 -1.75755  -0.1711
Cl: 5.08780 2.50197 -1.03764  -0.1244
Cl: 6.14317 3.01986 -3.69119  -0.1633
H: 5.63992 0.96236 -2.67391  0.1960
C: 8.92673 -10.86994 1.05350  0.0106
Cl: 8.61561 -11.94754 2.41669  -0.1254
Cl: 7.90067 -11.28863 -0.32011  -0.1132
Cl: 8.69106 -9.18751 1.51932  -0.0875
H: 9.95768 -10.99722 0.75416  0.3142

=====

Record 3
DFT (ωB97M-V/def2-TZVPD) results for a structure of composition C22H45CeN2P3S in a non-equilibrium geometry.

As for the net charge: +3. Its energy above the lowest of the compared OMol25 structures with the same formula, charge and spin is 0.00 kJ/mol. Its spin multiplicity is 2. The value obtained for the LUMO energy (alpha / beta) is -11.4 / -11.6 eV. The value obtained for the HOMO energy (alpha / beta) is -16.302 / -16.138 eV.

Last column: Löwdin spin population.
CARTESIAN COORDINATES (ANGSTROEM)
Ce: -0.25419 0.09466 0.21775  0.4607
P: -0.96340 -2.60983 1.44499  -0.0934
P: -1.40796 0.83463 3.00507  -0.0042
P: 1.85511 -0.09073 2.26374  -0.0063
H: 3.79248 2.41793 -5.95045  0.0022
C: 4.61339 1.77502 -5.61108  0.0134
C: 4.54849 0.43967 -5.72284  0.0319
H: 3.61732 -0.06648 -6.04519  0.0023
C: -2.23824 -3.42193 0.39591  -0.0113
C: -1.56217 -3.07094 3.12613  -0.0168
C: 0.44563 -3.76831 1.24968  -0.0145
C: -1.17701 2.65327 3.21732  -0.0026
C: -3.22292 0.76478 3.27085  -0.0002
C: -0.92224 0.29348 4.71710  0.0005
C: 3.43337 -0.47827 1.43098  0.0013
C: 2.00031 -1.26620 3.65797  -0.0005
C: 2.28931 1.51196 3.03543  -0.0023
H: 5.50874 2.27386 -5.25431  -0.0004
H: 5.44270 -0.17907 -5.62155  0.0018
H: -2.13611 -3.06647 -0.63662  -0.0002
H: -3.24722 -3.17170 0.74265  0.0001
H: -2.10714 -4.51115 0.41163  -0.0027
H: -2.46275 -2.49903 3.37678  -0.0001
H: -0.79491 -2.84501 3.87363  0.0001
H: -1.80309 -4.13925 3.19410  -0.0038
H: 0.89469 -3.62714 0.25693  -0.0002
H: 0.10434 -4.80973 1.34293  -0.0035
H: 1.21543 -3.57261 2.00581  0.0001
H: -1.63238 2.98270 4.15811  -0.0005
H: -1.67266 3.16047 2.38296  -0.0002
H: -0.11143 2.90141 3.21434  0.0000
H: -3.46628 1.19506 4.25342  -0.0001
H: -3.56274 -0.27821 3.24624  0.0000
H: -3.73783 1.33297 2.48706  0.0000
H: -1.59476 0.73995 5.45766  0.0001
H: 0.09976 0.59586 4.94781  0.0000
H: -1.00671 -0.79283 4.78749  0.0000
H: 4.23835 -0.21729 2.12789  -0.0002
H: 3.55286 0.08253 0.49733  0.0003
H: 3.47316 -1.54443 1.18264  0.0009
H: 2.95736 -1.07549 4.15662  -0.0001
H: 1.98930 -2.29222 3.27854  0.0000
H: 1.18635 -1.14826 4.37524  0.0000
H: 3.34922 1.46349 3.32835  -0.0004
H: 1.67153 1.73171 3.91832  0.0000
H: 2.15923 2.32145 2.29868  -0.0004
C: 2.12071 0.38055 -2.38602  0.1315
C: 2.76902 1.49924 -1.82419  0.0733
C: 2.88488 2.65139 -2.58440  0.0128
C: 2.33033 2.71097 -3.87350  0.2041
C: 1.71963 1.57926 -4.43000  0.0247
C: 1.61854 0.40862 -3.71210  0.0623
S: 1.83543 -1.03399 -1.44763  0.3224
H: 0.34766 1.59648 -0.59425  -0.1735
H: 3.09604 1.48021 -0.78268  0.0003
H: 3.41995 3.49108 -2.13860  -0.0016
H: 2.42163 3.62318 -4.49304  0.0054
H: 1.39542 1.58912 -5.47347  -0.0011
H: 1.18988 -0.49443 -4.15254  0.0005
C: -2.95777 0.83522 -4.61768  -0.0001
C: -3.02116 0.44586 -3.19739  -0.0004
C: -4.08373 0.12998 -2.35707  -0.0009
C: -3.54984 -0.10935 -1.08773  -0.0001
N: -2.18931 0.01807 -1.13659  -0.0045
N: -1.90668 0.34785 -2.44483  -0.0026
C: -4.30179 -0.37400 0.15504  0.0001
H: -3.96743 0.82054 -5.03548  0.0000
H: -2.56026 1.85323 -4.74668  0.0000
H: -2.33875 0.13564 -5.19561  0.0000
H: -5.11560 0.10793 -2.65411  -0.0001
H: -0.96418 0.61524 -2.73021  -0.0032
H: -5.24019 -0.90684 -0.08764  0.0000
H: -3.72855 -0.99377 0.86937  0.0000
H: -4.57820 0.56842 0.66499  0.0000

=====

Calculated total energy, record by record: -3125.0538; -12890.6017; -2871.1008 hartree